Record 1
10
Properties=species:S:1:pos:R:3:mulliken_charge:R:1 method="wB97M-V/def2-TZVPD" e_above_lowest_kcal_mol=30.0 spin_multiplicity=1 total_charge=0 homo_energy_ev="-8.5 / -8.5"
C 0.0437 0.5211 -0.5921 -0.49
C 0.2627 -0.9204 -0.5324 -0.09
F -2.7208 0.5446 1.4643 -0.38
S 2.9340 -0.2517 0.6258 -0.37
S 1.7116 -1.6716 0.0486 0.12
H -0.3963 0.9073 -1.5915 0.24
H -0.6937 0.8944 0.1890 0.08
H 1.0342 0.9119 -0.2438 0.21
H -0.2515 -1.6427 -1.1851 0.30
H -1.9239 0.7073 1.8172 0.39

Record 2
41
Properties=species:S:1:pos:R:3:mulliken_charge:R:1 method="wB97M-V/def2-TZVPD" e_above_lowest_kcal_mol=26.2 spin_multiplicity=1 total_charge=0 homo_energy_ev=-9.4
C -2.2128 -0.7211 3.6440 -0.77
O -1.8253 -0.0756 2.4175 -0.48
C -0.4560 -0.1792 1.9872 0.96
N -0.5615 0.6147 0.7701 -0.24
S 0.8159 0.9983 -0.1175 1.45
O 2.0089 0.3954 0.4494 -0.62
O 0.8959 2.4717 -0.1095 -0.73
C 0.4384 0.3381 -1.7836 -0.02
C 1.1884 -0.7651 -2.2633 -0.16
C 0.9908 -1.2338 -3.5889 -0.94
C 0.0026 -0.6094 -4.3890 1.00
C -0.1873 -1.0592 -5.8586 -1.45
C -0.7276 0.4558 -3.8937 -0.66
C -0.5235 0.9350 -2.5942 -0.53
C 0.5157 0.5069 2.9934 0.15
Cl 0.2874 2.1774 3.4478 -0.15
C 1.6143 -0.1827 3.5291 0.10
Cl 2.7171 0.5980 4.6408 -0.16
C 1.8948 -1.5762 3.1801 0.66
O 2.8255 -2.2381 3.7257 -0.71
C 1.0026 -2.2764 2.2453 0.46
C 1.1674 -3.6379 1.9273 -0.90
C 0.3893 -4.2631 1.0080 -0.43
C -0.6550 -3.5875 0.3813 -0.63
C -0.9448 -2.2824 0.7368 -1.09
C -0.0868 -1.6089 1.6524 0.07
H -1.4206 -1.3304 4.1126 0.35
H -2.4660 0.0491 4.3877 0.30
H -3.0162 -1.3991 3.4683 0.32
H -1.0165 1.4985 1.0027 0.45
H 1.8683 -1.2513 -1.5631 0.47
H 1.5376 -2.0940 -3.9185 0.35
H 0.0601 -0.2042 -6.5032 0.33
H 0.4091 -1.8980 -6.1487 0.36
H -1.2334 -1.3062 -6.0344 0.34
H -1.5172 0.9372 -4.4668 0.36
H -1.0882 1.7516 -2.2138 0.46
H 1.9498 -4.2408 2.3823 0.48
H 0.5377 -5.3171 0.7918 0.42
H -1.3089 -4.1281 -0.3173 0.41
H -1.8126 -1.7803 0.2981 0.43

Record 3
127
Properties=species:S:1:pos:R:3:mulliken_charge:R:1 method="wB97M-V/def2-TZVPD" e_above_lowest_kcal_mol=32.5 spin_multiplicity=1 total_charge=0 homo_energy_ev=-7.2
Y -0.0653 0.8976 -0.4987 -1.25
C -1.5754 3.0197 3.7721 -0.78
N -0.2880 3.6040 3.4461 0.41
C 0.5807 3.6867 4.6037 -1.00
P 0.3572 3.3192 1.9225 -0.76
O 0.5450 1.9226 1.4742 1.64
O -0.7566 4.1126 1.0545 -0.89
P -1.5236 3.9147 -0.3619 -0.26
O -1.6637 2.5043 -0.7868 -0.92
N -0.9125 4.9814 -1.4553 0.68
C -0.4795 4.6179 -2.7847 -1.05
C -0.4439 6.2650 -0.9888 -1.02
N -2.9698 4.7026 -0.0072 0.25
C -3.5973 4.6632 1.2957 -0.71
C -3.9075 4.4885 -1.0945 -0.98
N 1.7452 4.2027 1.9370 1.14
C 1.7481 5.6456 2.0186 -1.13
C 2.9893 3.5999 1.5038 -0.88
H -2.1611 3.7439 4.3465 0.30
H -1.4644 2.1084 4.3688 0.33
H -2.1051 2.7575 2.8603 -0.01
H 0.1061 4.3264 5.3497 0.33
H 1.5337 4.1244 4.3269 0.31
H 0.7552 2.7054 5.0563 0.20
H -0.7036 3.5681 -2.9517 0.02
H 0.5952 4.7644 -2.9184 0.42
H -1.0110 5.2311 -3.5186 0.28
H -0.8773 6.4693 -0.0117 0.26
H -0.7600 7.0396 -1.6931 0.39
H 0.6483 6.2820 -0.9071 0.21
H -2.8702 4.9581 2.0482 0.11
H -4.0028 3.6768 1.5471 0.23
H -4.4160 5.3870 1.2944 0.48
H -3.3549 4.4958 -2.0318 0.26
H -4.6395 5.2977 -1.1020 0.40
H -4.4239 3.5285 -1.0065 0.27
H 0.7386 5.9931 2.2156 0.27
H 2.1043 6.0819 1.0832 0.28
H 2.4112 5.9779 2.8253 0.35
H 2.8518 2.5208 1.4620 0.01
H 3.7822 3.8314 2.2206 0.38
H 3.2904 3.9515 0.5143 0.23
Cl -4.9904 -1.2493 -5.3999 -0.30
C -3.6330 -0.5668 -4.5641 0.66
C -2.7950 0.3020 -5.2198 -0.32
C -1.6847 0.8324 -4.5749 0.15
I -0.3922 2.1081 -5.6376 -0.03
C -1.3706 0.5539 -3.2444 -0.24
O -0.3441 1.0284 -2.6299 0.96
C -2.2622 -0.3609 -2.5761 -0.47
N -1.9197 -0.6903 -1.3140 1.19
C -2.6067 -1.6293 -0.7063 0.43
C -3.7476 -2.2301 -1.2520 -1.29
C -4.1590 -1.8647 -2.5030 -1.63
C -3.3849 -0.9379 -3.2309 0.64
H -2.9909 0.5812 -6.2440 0.52
H -2.2307 -1.9585 0.2503 -0.65
H -4.2780 -2.9750 -0.6818 0.62
H -5.0427 -2.2952 -2.9509 0.46
O -2.0471 0.7364 1.5559 -0.83
C -1.3808 -0.2908 1.6763 0.66
O -0.3545 -0.5415 0.9584 0.70
C -1.6857 -1.4225 2.6529 -1.84
P -0.3010 -2.5939 2.1996 2.29
C -0.7474 -4.0691 3.2089 0.59
C -1.6770 -4.9040 2.5905 -0.50
C -1.9754 -6.1482 3.1093 -0.76
C -1.3085 -6.5952 4.2393 -0.59
C -0.3921 -5.7699 4.8682 -0.67
C -0.1109 -4.5136 4.3595 -0.45
C 1.0612 -1.8486 3.1701 -0.35
C 1.0444 -0.5628 3.7012 -0.08
C 2.1886 -0.0244 4.2614 -0.19
C 3.3718 -0.7418 4.2754 -0.90
C 3.4082 -2.0111 3.7234 -0.74
C 2.2641 -2.5525 3.1726 -0.44
H -2.6614 -1.8727 2.4487 0.61
H -1.6805 -1.0873 3.6935 0.50
H -2.1442 -4.5730 1.6703 0.26
H -2.7009 -6.7799 2.6161 0.42
H -1.4922 -7.5872 4.6252 0.38
H 0.1365 -6.1177 5.7439 0.40
H 0.6126 -3.8804 4.8519 0.40
H 0.1518 0.0425 3.6718 -0.18
H 2.1638 0.9760 4.6705 0.31
H 4.2599 -0.3118 4.7148 0.41
H 4.3337 -2.5676 3.6945 0.44
H 2.2907 -3.5354 2.7232 0.43
Cl 2.4059 -0.1917 0.7796 0.33
C 3.2438 -1.4121 -0.0997 -0.08
C 4.5627 -1.6900 0.2338 -0.56
C 5.2527 -2.6739 -0.4495 -0.82
C 4.6153 -3.4023 -1.4424 -0.90
C 3.3029 -3.1212 -1.7688 -0.52
C 2.5987 -2.1101 -1.1176 -0.47
P 0.8874 -1.6757 -1.6580 3.22
C 0.0992 -3.3138 -1.3962 0.53
C -1.0517 -3.6410 -2.1130 -0.89
C -1.6757 -4.8645 -1.9312 -0.79
C -1.1497 -5.7887 -1.0416 -1.18
C -0.0196 -5.4630 -0.3102 -0.29
C 0.5945 -4.2331 -0.4754 -0.73
C 1.2303 -1.7571 -3.4704 0.80
C 1.0038 -2.8701 -4.2745 -0.19
C 1.3406 -2.8446 -5.6176 -0.84
C 1.9012 -1.7116 -6.1814 -0.69
C 2.1304 -0.6001 -5.3903 -0.51
C 1.8041 -0.6262 -4.0464 -1.09
H 5.0323 -1.1204 1.0191 0.59
H 6.2863 -2.8709 -0.2119 0.41
H 5.1445 -4.1824 -1.9673 0.46
H 2.8055 -3.6907 -2.5409 0.50
H -1.4447 -2.9383 -2.8387 0.82
H -2.5737 -5.0977 -2.4876 0.53
H -1.6219 -6.7541 -0.9138 0.41
H 0.3822 -6.1747 0.3957 0.44
H 1.4729 -3.9910 0.1044 0.15
H 0.5567 -3.7627 -3.8627 0.45
H 1.1528 -3.7165 -6.2266 0.44
H 2.1479 -1.6956 -7.2325 0.41
H 2.5499 0.2992 -5.8154 0.58
H 1.9829 0.2427 -3.4374 0.16
O 1.7887 2.7786 -3.1825 -0.56
Cl 2.0931 2.5987 -1.8290 1.30
O 3.3147 3.2434 -1.5244 -0.89
O 2.1819 1.2082 -1.5062 -0.41
O 1.0639 3.1438 -0.9648 0.08

Record 4
16
Properties=species:S:1:pos:R:3:mulliken_charge:R:1 method="wB97M-V/def2-TZVPD" e_above_lowest_kcal_mol=1.0 spin_multiplicity=1 total_charge=0 homo_energy_ev=-8.8
C -0.8435 0.5695 1.9817 -1.21
C -0.2835 0.1248 0.6619 0.51
C 0.3730 -1.0194 0.4609 -0.46
C 0.7432 -1.2122 -0.9896 -0.61
C 0.6913 0.2334 -1.5110 -0.61
C -0.4186 0.8740 -0.6584 -0.57
H -1.9156 0.7953 1.9261 0.30
H -0.7100 -0.2219 2.7276 0.31
H -0.3440 1.4706 2.3594 0.27
H 0.5852 -1.7471 1.2400 0.37
H 1.7074 -1.7067 -1.1453 0.34
H -0.0209 -1.8289 -1.4886 0.23
H 1.6466 0.7228 -1.2829 0.27
H 0.5186 0.3148 -2.5891 0.30
H -1.4021 0.6671 -1.1103 0.24
H -0.3272 1.9639 -0.5825 0.31

Copy entry 1 word for word.
10
Properties=species:S:1:pos:R:3:mulliken_charge:R:1 method="wB97M-V/def2-TZVPD" e_above_lowest_kcal_mol=30.0 spin_multiplicity=1 total_charge=0 homo_energy_ev="-8.5 / -8.5"
C 0.0437 0.5211 -0.5921 -0.49
C 0.2627 -0.9204 -0.5324 -0.09
F -2.7208 0.5446 1.4643 -0.38
S 2.9340 -0.2517 0.6258 -0.37
S 1.7116 -1.6716 0.0486 0.12
H -0.3963 0.9073 -1.5915 0.24
H -0.6937 0.8944 0.1890 0.08
H 1.0342 0.9119 -0.2438 0.21
H -0.2515 -1.6427 -1.1851 0.30
H -1.9239 0.7073 1.8172 0.39